# 1
{
  "formula": "C22H25N3S",
  "method": "the ωB97M-V functional and the def2-TZVPD basis",
  "species": ["S", "C", "N", "C", "N", "C", "C", "C", "C", "C", "C", "C", "C", "C", "C", "C", "C", "C", "N", "C", "C", "C", "C", "C", "C", "C", "H", "H", "H", "H", "H", "H", "H", "H", "H", "H", "H", "H", "H", "H", "H", "H", "H", "H", "H", "H", "H", "H", "H", "H", "H"],
  "positions_angstrom": [[3.742, 1.454, 1.685], [4.759, 0.744, 0.639], [5.476, 0.213, -0.154], [-4.376, 2.248, 3.167], [-3.306, 3.075, 2.661], [-3.194, 4.335, 3.363], [-2.189, 5.268, 2.715], [-0.868, 4.542, 2.481], [-1.060, 3.232, 1.788], [-2.335, 2.593, 1.832], [-2.551, 1.454, 1.011], [-1.515, 0.898, 0.296], [-0.166, 1.370, 0.453], [0.976, 0.717, -0.057], [1.023, -0.599, -0.573], [2.082, -0.973, -1.453], [2.112, -2.189, -2.099], [1.081, -3.148, -1.857], [1.065, -4.327, -2.543], [0.125, -5.375, -2.209], [2.172, -4.760, -3.366], [2.865, -3.597, -4.053], [3.223, -2.508, -3.046], [0.075, -2.839, -0.906], [0.056, -1.616, -0.272], [-0.011, 2.600, 1.156], [-4.488, 1.334, 2.585], [-4.201, 1.964, 4.219], [-5.314, 2.818, 3.129], [-4.194, 4.792, 3.393], [-2.901, 4.145, 4.414], [-2.579, 5.618, 1.757], [-2.034, 6.136, 3.357], [-0.198, 5.162, 1.874], [-0.361, 4.377, 3.446], [-3.558, 1.031, 0.947], [-1.731, 0.070, -0.380], [1.896, 1.305, -0.115], [2.884, -0.264, -1.651], [-0.888, -4.971, -2.122], [0.129, -6.109, -3.021], [0.390, -5.887, -1.270], [2.908, -5.319, -2.752], [1.776, -5.470, -4.102], [3.768, -3.959, -4.548], [2.213, -3.174, -4.824], [3.507, -1.595, -3.582], [4.105, -2.818, -2.462], [-0.678, -3.589, -0.667], [-0.703, -1.431, 0.486], [0.992, 3.022, 1.227]],
  "e_homo_ev": -6.405,
  "total_charge": 0,
  "e_tot_ev": -38524.014,
  "mol_weight_g_mol": 363.530,
  "fmax_ev_per_a": 4.09
}

***

# 2
{
  "formula": "C11H40O9",
  "method": "the ωB97M-V functional and the def2-TZVPD basis",
  "species": ["C", "C", "C", "O", "H", "H", "H", "H", "H", "H", "H", "H", "C", "C", "C", "O", "H", "H", "H", "H", "H", "H", "H", "H", "C", "C", "C", "O", "H", "H", "H", "H", "H", "H", "H", "H", "C", "O", "H", "H", "H", "H", "C", "O", "H", "H", "H", "H", "O", "H", "H", "O", "H", "H", "O", "H", "H", "O", "H", "H"],
  "positions_angstrom": [[1.461, -1.184, 3.788], [2.751, -0.847, 4.474], [3.065, 0.631, 4.598], [2.805, -1.324, 5.760], [0.560, -0.915, 4.400], [1.375, -2.303, 3.669], [1.451, -0.720, 2.759], [3.470, -1.347, 3.851], [4.010, 0.740, 5.144], [2.201, 1.070, 5.065], [3.144, 1.058, 3.589], [2.634, -2.257, 5.884], [3.472, 2.865, -1.372], [2.441, 3.540, -2.270], [3.022, 3.948, -3.574], [1.430, 2.601, -2.444], [4.368, 3.452, -1.375], [3.600, 1.871, -1.897], [3.196, 2.575, -0.398], [1.986, 4.391, -1.724], [3.734, 4.774, -3.476], [2.172, 4.179, -4.234], [3.532, 3.130, -4.057], [1.116, 2.284, -1.612], [-3.708, 0.407, 1.469], [-3.957, 1.893, 0.973], [-2.644, 2.595, 0.739], [-4.796, 1.832, -0.172], [-4.657, -0.037, 1.645], [-3.140, 0.350, 2.397], [-3.238, -0.217, 0.678], [-4.575, 2.342, 1.783], [-2.779, 3.627, 0.401], [-2.096, 2.166, -0.067], [-2.023, 2.630, 1.650], [-5.086, 2.634, -0.580], [-2.525, -4.556, -1.791], [-1.912, -5.232, -0.753], [-3.029, -3.623, -1.450], [-1.792, -4.455, -2.572], [-3.207, -5.150, -2.404], [-1.363, -4.651, -0.161], [-2.432, -0.682, -1.805], [-1.382, -0.876, -0.903], [-2.717, 0.320, -1.645], [-2.129, -0.988, -2.824], [-3.347, -1.290, -1.592], [-1.176, -1.757, -0.585], [0.823, -0.675, -2.748], [0.168, -0.245, -2.144], [1.165, 0.171, -3.170], [0.085, -3.576, 0.044], [0.644, -4.029, 0.748], [0.493, -3.824, -0.726], [0.929, -3.431, -2.698], [0.807, -2.447, -2.827], [0.470, -3.907, -3.401], [0.471, 1.208, 0.026], [-0.433, 0.804, -0.151], [1.093, 0.456, 0.069]],
  "e_homo_ev": -9.785,
  "total_charge": 0,
  "de_lowest_kcal_mol": 28.32,
  "e_tot_ev": -30481.661,
  "smiles": "CC(C)O.CC(C)O.CC(C)O.CO.CO.O.O.O.O",
  "mol_weight_g_mol": 316.432,
  "fmax_ev_per_a": 5.05
}

***

# 3
{
  "formula": "C33H34BrClI2N2O2PReSe3Si",
  "method": "the ωB97M-V functional and the def2-TZVPD basis",
  "species": ["Re", "Se", "P", "Se", "C", "C", "C", "C", "C", "C", "C", "C", "C", "C", "C", "C", "H", "H", "H", "H", "H", "H", "H", "H", "H", "H", "Cl", "C", "C", "C", "I", "C", "O", "C", "N", "C", "C", "C", "C", "H", "H", "H", "H", "C", "Si", "C", "C", "Se", "H", "H", "H", "H", "H", "H", "H", "H", "H", "Br", "C", "C", "C", "C", "C", "C", "I", "H", "H", "H", "H", "C", "N", "C", "C", "O", "H", "H", "H", "H", "H", "H", "H"],
  "positions_angstrom": [[1.137, -0.118, -0.211], [-0.685, -0.301, 1.401], [-2.432, 0.988, 0.726], [-2.329, 2.495, -0.768], [-3.025, 1.713, 2.294], [-4.004, 2.705, 2.231], [-4.498, 3.267, 3.400], [-4.010, 2.859, 4.636], [-3.034, 1.878, 4.703], [-2.545, 1.301, 3.537], [-3.697, -0.246, 0.234], [-3.527, -1.626, 0.356], [-4.546, -2.495, -0.032], [-5.740, -1.996, -0.529], [-5.914, -0.622, -0.652], [-4.898, 0.248, -0.283], [-4.362, 3.053, 1.272], [-5.264, 4.031, 3.343], [-4.386, 3.313, 5.546], [-2.649, 1.558, 5.665], [-1.791, 0.531, 3.600], [-2.607, -2.031, 0.752], [-4.401, -3.567, 0.064], [-6.536, -2.672, -0.816], [-6.846, -0.224, -1.037], [-5.029, 1.316, -0.408], [3.968, 5.088, -3.840], [3.151, 4.141, -2.640], [2.431, 4.756, -1.660], [1.766, 4.014, -0.658], [0.834, 4.988, 0.917], [1.780, 2.635, -0.675], [1.152, 1.849, 0.201], [2.532, 2.010, -1.698], [2.543, 0.634, -1.654], [3.309, -0.032, -2.505], [4.073, 0.616, -3.479], [4.036, 1.985, -3.572], [3.256, 2.732, -2.667], [2.384, 5.839, -1.643], [3.322, -1.110, -2.406], [4.684, 0.025, -4.149], [4.618, 2.506, -4.325], [1.964, 1.256, 3.418], [3.273, -0.005, 3.167], [3.302, -1.389, 4.393], [4.964, 0.646, 2.799], [2.821, -1.129, 1.101], [2.138, 1.834, 4.337], [0.992, 0.768, 3.495], [1.923, 1.947, 2.574], [3.803, -1.083, 5.320], [3.846, -2.242, 3.977], [2.286, -1.715, 4.640], [5.528, 0.799, 3.725], [4.915, 1.597, 2.262], [5.510, -0.071, 2.181], [-1.343, -4.927, 0.111], [0.514, -5.181, -0.130], [1.073, -6.357, 0.351], [2.434, -6.589, 0.209], [3.247, -5.650, -0.406], [2.696, -4.475, -0.895], [1.333, -4.245, -0.760], [0.537, -2.490, -1.581], [0.436, -7.088, 0.834], [2.858, -7.516, 0.583], [4.311, -5.831, -0.516], [3.324, -3.738, -1.379], [-1.757, 1.011, -5.110], [-1.595, 0.427, -3.771], [-2.665, -0.434, -3.262], [-0.518, 0.684, -3.057], [-0.306, 0.200, -1.926], [-2.818, 1.115, -5.319], [-1.312, 0.376, -5.876], [-1.300, 1.998, -5.151], [-2.837, -1.261, -3.954], [-3.582, 0.148, -3.160], [-2.395, -0.822, -2.286], [0.178, 1.395, -3.511]],
  "e_homo_ev": [-9.813, -9.690],
  "spin_multiplicity": 2,
  "total_charge": 1,
  "de_lowest_kcal_mol": 47.69,
  "e_tot_ev": -355947.646,
  "mol_weight_g_mol": 1341.959,
  "fmax_ev_per_a": 0.85,
  "s_squared": 0.795
}